C11H30AlNOP3 as an isolated structure, computed with the ωB97M-V functional and the def2-TZVPD basis.

```
! RIJCOSX wB97M-V def2-TZVPD def2/J DEFGRID3
* xyz 3 1
C -0.72667 2.07373 -1.48046
C -1.44351 3.07373 -0.48203
C -2.19083 2.31215 0.67166
C -1.32252 2.11471 1.96719
C -2.12188 1.16547 2.97105
C -1.29777 -0.08228 3.39492
C -1.35747 -1.25326 2.33336
C -0.01007 -1.27232 1.50793
C -0.39059 -1.62578 -0.00286
C 0.92420 -2.03776 -0.77675
P 1.28640 -1.01837 -2.33824
P -0.77009 -1.25005 -3.19153
N -1.31408 -2.74689 -3.16755
P 3.48284 -0.69430 -1.77009
C 3.55973 0.52453 -0.32584
O 4.14280 -2.25664 -1.30328
H 0.20342 2.56984 -1.86667
H -0.46605 1.10264 -0.98139
H -1.36660 1.88644 -2.37155
H -0.75695 3.87123 -0.13326
H -2.23519 3.59327 -1.07648
H -3.07500 2.93575 0.95066
H -2.55800 1.30480 0.35988
H -0.30764 1.71346 1.74290
H -1.21984 3.12339 2.43395
H -2.40202 1.80804 3.84313
H -3.06735 0.86064 2.47156
H -1.64101 -0.39891 4.41217
H -0.21731 0.18725 3.52510
H -1.55533 -2.20822 2.86333
H -2.23759 -1.05861 1.66964
H 0.32048 -0.20117 1.47213
H 0.75870 -1.94928 1.93346
H -0.90563 -0.72523 -0.39194
H -1.06081 -2.51747 0.06904
H 1.78091 -1.92101 -0.07643
H 0.94344 -3.11540 -1.10059
H 1.78466 -1.69886 -3.50220
H 1.17306 0.42134 -2.25922
H -1.61990 -0.34999 -2.46126
H -0.73297 -0.73007 -4.53430
H -0.63129 -3.40021 -2.77522
H 3.54673 1.56601 -0.73909
H 4.57225 0.41376 0.12738
H 2.76824 0.37316 0.44162
H 3.66116 -2.88976 -1.87289
Al 6.09296 -1.59349 -0.18096
*
```

The HOMO energy comes out at -17.543 eV.

C47H123F3N10O13Pd as an isolated structure, computed with the ωB97M-V functional and the def2-TZVPD basis.

```
! RIJCOSX wB97M-V def2-TZVPD def2/J DEFGRID3
* xyz 0 3
Pd 26.01483 3.36141 -22.64491
C 25.40113 1.59034 -19.93726
O 25.47173 3.02020 -19.79281
O 25.68857 1.52041 -21.30057
C 26.23178 0.76262 -18.86911
F 25.70987 1.01324 -17.63325
F 26.27036 -0.56464 -19.08924
F 27.46244 1.22807 -18.78247
C 24.97894 3.60463 -18.58504
C 24.81729 5.13821 -18.77354
H 24.30367 5.52534 -17.89352
H 25.76705 5.67301 -18.77846
H 24.22252 5.51166 -19.60715
H 25.64353 3.42809 -17.73931
H 23.97632 3.26293 -18.32796
H 24.34335 1.33197 -19.88775
C 26.62010 7.49415 -23.79768
C 25.76460 6.94801 -22.67156
C 24.46098 7.78374 -22.60275
O 25.63157 5.55056 -22.74935
H 26.34964 7.03108 -24.74665
H 27.69029 7.33609 -23.66424
H 26.53647 8.57400 -23.92038
H 26.27052 7.18256 -21.73500
H 24.65992 8.78453 -22.21943
H 23.76195 7.42286 -21.84828
H 23.99906 7.90965 -23.58196
C 25.84170 14.73567 -21.47079
C 25.42822 13.82107 -22.63578
C 25.56056 12.37493 -22.36025
O 26.82674 12.07500 -21.85845
C 27.01250 10.81868 -21.25852
N 24.04744 14.26099 -23.03681
H 26.91230 14.62353 -21.29951
H 25.31503 14.51194 -20.54306
H 25.72113 15.78405 -21.74368
H 26.15982 14.09181 -23.39707
H 25.33711 11.89667 -23.31389
H 24.75619 12.04368 -21.70346
H 26.76537 9.88056 -21.75548
H 26.48801 10.79616 -20.30326
H 28.06381 10.71097 -20.99157
H 23.42294 14.08461 -22.26287
H 23.95628 15.24395 -23.25035
C 17.52168 4.77778 -17.87630
C 18.89899 5.03193 -18.49015
C 18.99581 6.30251 -19.36344
O 20.32914 6.81201 -19.51680
C 21.07981 6.00023 -20.41167
N 19.89712 5.14724 -17.48103
H 17.25712 5.58150 -17.18917
H 17.59558 3.76922 -17.46957
H 16.81737 4.88374 -18.70142
H 19.24023 4.12760 -18.99395
H 18.46036 7.05623 -18.78613
H 18.49477 6.17789 -20.32340
H 20.59318 5.86009 -21.37688
H 21.08582 4.95929 -20.08840
H 22.13583 6.25615 -20.49791
H 19.79000 4.26001 -17.01045
H 20.83596 5.17823 -17.85213
C 17.91401 12.19983 -21.49586
C 17.80123 10.71613 -21.54465
C 18.98205 9.80909 -21.07578
O 20.15540 10.11055 -21.94661
C 21.35497 9.45737 -21.63147
N 16.60742 10.38918 -20.79705
H 18.38964 12.64590 -22.36931
H 18.55353 12.52001 -20.67330
H 16.99146 12.73854 -21.27960
H 17.62580 10.36083 -22.56008
H 18.68128 8.77133 -21.21962
H 19.30607 9.89912 -20.03895
H 22.04938 9.92922 -22.32664
H 21.27457 8.38638 -21.81756
H 21.77948 9.63167 -20.64279
H 16.73770 10.60767 -19.81961
H 16.48853 9.38912 -20.87353
C 22.19468 8.19869 -28.68229
C 20.98353 7.34849 -28.35356
C 20.50184 7.44566 -26.90383
O 21.40442 6.75581 -26.08888
C 21.14687 7.17176 -24.72879
N 19.93035 7.79953 -29.22642
H 22.55355 7.99217 -29.69059
H 23.00793 7.97298 -27.99253
H 22.05444 9.25739 -28.46415
H 21.22941 6.35444 -28.72707
H 19.55811 6.90084 -26.87883
H 20.27265 8.48151 -26.65361
H 21.81152 6.55303 -24.12588
H 20.12828 7.05817 -24.35775
H 21.52528 8.17704 -24.54356
H 20.11878 7.75617 -30.21775
H 19.61206 8.74478 -29.06736
C 22.83780 3.59481 -22.48031
C 23.10565 2.37051 -23.34344
C 22.08673 1.95596 -24.48101
O 22.48550 0.73937 -25.14647
C 21.60110 0.28455 -26.15683
N 24.28750 2.74573 -24.04313
H 21.88446 3.42773 -21.97898
H 22.82596 4.54098 -23.02136
H 23.54455 3.68626 -21.65556
H 23.36986 1.48807 -22.76069
H 21.87382 2.76650 -25.17800
H 21.10218 1.81839 -24.03398
H 20.76131 -0.15723 -25.62045
H 22.08961 -0.44282 -26.80521
H 21.27243 1.04801 -26.86195
H 24.34833 1.99035 -24.71081
H 23.96237 3.51879 -24.60594
C 31.20420 9.14175 -21.58753
C 30.16825 8.29388 -22.38148
C 30.80627 7.21433 -23.27255
O 31.31558 7.68314 -24.48385
C 30.39480 7.90563 -25.49173
N 29.22124 7.75330 -21.40327
H 31.88364 9.62780 -22.28767
H 31.75423 8.48688 -20.91171
H 30.85249 9.89932 -20.88719
H 29.52291 8.92589 -22.99156
H 30.02476 6.46192 -23.37861
H 31.60746 6.72715 -22.71681
H 29.62438 8.62598 -25.21671
H 29.91967 6.94287 -25.67998
H 30.78435 8.23126 -26.45626
H 28.40104 7.40444 -21.87832
H 28.88738 8.44345 -20.74575
C 25.62497 4.27889 -26.53624
C 24.20126 4.71673 -26.80978
C 23.32009 3.75416 -27.64811
O 23.95028 3.51572 -28.92978
C 23.12287 2.84383 -29.87650
N 23.54169 4.98754 -25.50170
H 25.68504 3.28167 -26.10030
H 26.12204 5.05571 -25.95522
H 26.19389 4.22403 -27.46436
H 24.25775 5.64414 -27.37972
H 22.27521 4.04512 -27.75612
H 23.33978 2.79741 -27.12624
H 23.52464 2.78178 -30.88785
H 22.14631 3.27596 -30.09488
H 23.03378 1.81058 -29.54100
H 22.63083 5.37484 -25.70278
H 24.06892 5.72691 -25.05958
C 28.72985 4.01804 -24.44255
C 28.72409 2.75851 -23.51084
C 28.96621 3.03303 -22.02492
O 27.95325 3.95639 -21.58648
C 28.33703 4.50901 -20.30007
N 27.42876 2.14060 -23.85607
H 27.99293 4.78553 -24.20590
H 28.63348 3.82684 -25.51132
H 29.65563 4.58829 -24.36622
H 29.54618 2.08064 -23.74057
H 29.99078 3.40371 -21.99433
H 28.82598 2.12051 -21.44549
H 28.52609 3.75905 -19.53201
H 27.45979 5.04030 -19.93090
H 29.14023 5.24128 -20.38224
H 27.43781 1.94233 -24.84638
H 27.52894 1.19190 -23.52439
C 21.14619 10.75828 -16.56211
C 21.04494 9.74390 -17.74229
C 22.26486 8.82145 -17.83994
O 23.50900 9.45835 -18.11792
C 24.50287 8.63058 -18.58913
N 19.79204 8.96454 -17.66605
H 21.83100 11.57931 -16.77435
H 21.57817 10.32581 -15.65963
H 20.14879 11.11173 -16.30066
H 21.04962 10.35732 -18.64329
H 22.01578 8.14307 -18.65595
H 22.43691 8.27376 -16.91337
H 25.43104 9.08104 -18.94084
H 24.21931 7.98242 -19.41832
H 24.72353 7.97697 -17.74521
H 19.85658 8.23509 -18.36163
H 19.67256 8.46959 -16.79379
C 27.90940 7.78822 -28.93226
C 26.90238 8.90827 -28.91371
C 26.59893 9.29407 -27.37662
O 25.52946 10.13257 -27.30675
C 25.10452 10.42697 -25.92716
N 27.50438 10.05093 -29.61184
H 27.43888 6.93471 -28.44418
H 28.83413 8.11257 -28.45499
H 28.11597 7.52856 -29.97051
H 25.96565 8.56705 -29.35439
H 27.49906 9.66420 -26.88583
H 26.33874 8.35398 -26.89017
H 24.45963 11.30572 -25.93021
H 25.93377 10.57527 -25.23544
H 24.55704 9.53264 -25.62962
H 27.47572 9.89636 -30.60954
H 26.88284 10.82066 -29.40866
*
```

The HOMO energy (spin up / spin down) comes out at -8.113 / -7.959 eV.